90
Properties=species:S:1:pos:R:3:lowdin_charge:R:1 method="wB97M-V/def2-TZVPD" orbital_gap_ha="0.3014 / 0.2877" spin_multiplicity=6 total_energy_ev=-112443.7626 e_lumo_ha="-0.094 / -0.107" charge=+1
Mn 11.68 12.91 15.95 0.922
B 10.22 11.27 13.27 -1.161
F 11.16 10.83 12.39 0.185
F 11.14 11.60 14.55 -0.131
F 9.61 12.49 12.91 0.113
F 9.48 10.24 13.74 0.184
N 7.42 12.02 9.40 0.068
C 7.71 12.05 10.73 -0.136
C 7.24 11.10 11.67 -0.072
C 6.39 10.09 11.22 -0.075
C 6.13 10.00 9.85 -0.070
C 6.65 10.99 9.02 -0.153
H 8.32 12.88 11.05 0.080
H 7.41 11.21 12.73 0.084
H 6.00 9.36 11.93 0.104
H 5.51 9.19 9.49 0.099
H 6.41 10.94 7.97 0.095
N 10.03 14.32 15.60 -0.022
C 10.25 15.64 15.29 -0.107
C 9.25 16.53 14.94 -0.025
C 7.98 16.00 14.88 -0.043
C 7.69 14.67 15.16 -0.019
C 8.76 13.85 15.49 -0.108
H 11.29 15.91 15.38 0.098
H 9.45 17.56 14.69 0.113
H 7.15 16.61 14.56 0.116
H 6.69 14.29 15.06 0.117
H 8.67 12.78 15.69 0.115
N 10.55 12.38 8.62 0.081
C 11.27 11.74 7.63 -0.108
C 12.63 11.41 7.73 -0.070
C 13.26 11.75 8.91 -0.087
C 12.52 12.30 9.98 -0.093
C 11.21 12.62 9.77 -0.166
H 10.81 11.53 6.67 0.102
H 13.17 10.92 6.94 0.101
H 14.32 11.52 8.96 0.109
H 13.06 12.51 10.88 0.084
H 10.55 13.04 10.52 0.087
N 13.33 11.54 16.35 -0.037
C 13.70 10.60 15.42 -0.082
C 14.72 9.69 15.65 -0.032
C 15.46 9.81 16.81 -0.055
C 15.20 10.82 17.75 -0.026
C 14.07 11.66 17.51 -0.093
H 13.25 10.61 14.44 0.104
H 15.08 8.95 14.96 0.115
H 16.32 9.16 16.99 0.120
H 15.85 10.86 18.63 0.114
H 13.64 12.22 18.33 0.106
N 12.99 14.05 14.55 -0.028
C 12.55 14.24 13.25 -0.084
C 13.20 15.06 12.35 -0.054
C 14.28 15.77 12.77 -0.034
C 14.76 15.64 14.12 -0.007
C 14.06 14.72 14.95 -0.138
H 11.62 13.75 12.99 0.101
H 12.79 15.23 11.36 0.119
H 14.81 16.42 12.07 0.118
H 15.59 16.27 14.41 0.110
H 14.41 14.65 15.98 0.107
N 10.40 11.78 17.49 -0.023
C 9.70 12.32 18.52 -0.128
C 8.88 11.55 19.34 -0.030
C 8.80 10.19 19.02 -0.035
C 9.53 9.64 17.98 -0.029
C 10.32 10.46 17.20 -0.100
H 9.75 13.40 18.64 0.109
H 8.26 11.96 20.13 0.112
H 8.13 9.55 19.57 0.111
H 9.46 8.58 17.79 0.117
H 10.92 10.09 16.38 0.085
C 11.92 6.71 13.59 -0.017
C 10.62 7.02 14.31 -0.458
C 9.46 7.39 13.41 -0.377
F 9.25 6.37 12.60 0.131
F 8.34 7.60 14.09 0.133
F 10.28 5.90 15.00 0.130
F 10.77 8.05 15.17 0.112
O 12.30 7.93 12.88 0.016
C 13.01 7.68 11.70 -0.548
C 13.27 8.98 10.96 -0.327
F 14.08 9.71 11.74 0.099
F 13.91 8.66 9.84 0.127
F 14.13 7.06 12.04 0.172
F 12.33 6.88 10.83 0.146
H 11.70 5.91 12.87 0.150
H 12.68 6.43 14.34 0.155
H 9.70 8.27 12.83 0.156
H 12.34 9.50 10.78 0.156

---

82
Properties=species:S:1:pos:R:3:lowdin_charge:R:1 method="wB97M-V/def2-TZVPD" orbital_gap_ha="0.1476 / 0.1476" spin_multiplicity=1 total_energy_ev=-97593.9292 e_lumo_ha="-0.048 / -0.048"
Co -2.22 -0.28 1.63 0.584
C -2.79 -2.98 4.95 -0.025
C -3.03 -1.86 3.96 -0.440
O -2.02 -1.39 3.36 -0.046
C -4.35 -1.41 3.82 -0.034
C -4.81 -0.51 2.85 -0.293
C -6.27 -0.16 2.84 -0.037
N -4.04 0.04 1.93 -0.048
N -4.67 0.84 1.02 0.080
C -3.88 1.19 0.04 -0.469
O -2.66 0.79 -0.10 -0.051
C -4.45 2.14 -0.95 -0.139
C -5.78 2.56 -0.88 -0.030
C -6.27 3.47 -1.80 -0.093
C -5.44 3.98 -2.79 -0.111
C -4.12 3.56 -2.87 -0.099
C -3.62 2.64 -1.96 -0.031
H -1.77 -3.34 4.86 0.073
H -3.49 -3.80 4.76 0.079
H -2.96 -2.62 5.97 0.079
H -5.08 -1.85 4.48 0.094
H -6.79 -0.63 3.68 0.068
H -6.73 -0.48 1.90 0.081
H -6.38 0.92 2.89 0.077
H -6.40 2.16 -0.09 0.105
H -7.30 3.80 -1.73 0.096
H -5.82 4.71 -3.50 0.093
H -3.47 3.95 -3.65 0.093
H -2.60 2.31 -2.00 0.105
F 4.23 1.22 0.89 0.075
C 3.50 0.35 0.16 -0.192
C 2.20 0.11 0.51 0.127
C 1.44 -0.81 -0.22 -0.008
C 0.07 -1.05 0.16 -0.236
O -0.40 -0.37 1.09 0.018
C -0.61 -2.08 -0.56 0.012
C 0.03 -2.72 -1.57 0.065
N 1.30 -2.43 -1.99 0.006
C 1.92 -3.22 -3.02 -0.270
C 1.12 -3.68 -4.18 -0.076
C 2.17 -2.63 -4.38 -0.097
C 2.03 -1.47 -1.31 -0.107
C 3.33 -1.17 -1.69 0.067
C 4.09 -0.27 -0.93 -0.100
N 5.44 0.00 -1.43 -0.050
C 6.21 1.16 -0.90 -0.070
C 7.43 1.35 -1.85 -0.149
N 7.23 0.47 -3.00 -0.085
C 7.37 -0.93 -2.61 -0.159
C 6.37 -1.18 -1.45 -0.056
C -2.00 -2.59 -0.20 -0.584
O -2.40 -3.57 -0.81 0.022
O -2.59 -1.98 0.73 -0.009
H 1.75 0.61 1.36 0.152
H -0.48 -3.53 -2.07 0.143
H 2.68 -3.90 -2.63 0.154
H 0.09 -3.36 -4.25 0.115
H 1.30 -4.68 -4.55 0.111
H 1.84 -1.62 -4.56 0.114
H 3.08 -2.91 -4.89 0.100
H 3.78 -1.61 -2.57 0.118
H 6.53 0.94 0.12 0.135
H 5.57 2.04 -0.88 0.139
H 8.36 1.13 -1.33 0.124
H 7.47 2.38 -2.19 0.127
H 7.83 0.71 -3.78 0.130
H 5.35 0.24 -2.43 0.178
H 8.39 -1.17 -2.27 0.124
H 7.14 -1.56 -3.46 0.125
H 6.86 -1.23 -0.48 0.141
H 5.80 -2.08 -1.60 0.126
F -0.48 4.64 4.79 0.019
C -0.89 3.56 4.07 -0.303
C -1.98 3.68 3.23 -0.022
C -2.40 2.56 2.51 -0.069
C -1.74 1.34 2.62 -0.141
C -0.65 1.26 3.48 -0.108
C -0.22 2.36 4.21 -0.037
H -2.49 4.63 3.14 0.111
H -3.26 2.69 1.87 0.090
H -0.12 0.32 3.59 0.092
H 0.63 2.30 4.89 0.105

---

83
Properties=species:S:1:pos:R:3:lowdin_charge:R:1 method="wB97M-V/def2-TZVPD" orbital_gap_ha="0.2513 / 0.2816" spin_multiplicity=2 total_energy_ev=-107429.2156 e_lumo_ha="0.082 / 0.082" charge=-1
Ti -0.81 0.04 0.24 0.969
C -2.34 2.04 4.11 -0.024
C -2.49 2.93 2.91 -0.253
N -3.12 4.07 3.04 0.109
C -3.23 4.87 1.95 -0.119
C -2.74 4.54 0.71 -0.167
C -2.94 5.51 -0.42 -0.219
O -1.71 6.03 -0.94 -0.065
C -2.05 3.31 0.55 -0.056
C -1.59 2.94 -0.77 -0.035
N -1.00 1.86 -1.13 0.017
C -0.94 1.63 -2.53 -0.334
C -2.14 1.39 -3.20 -0.022
C -2.16 1.13 -4.56 -0.075
C -0.97 1.12 -5.28 -0.101
C 0.23 1.35 -4.63 -0.183
C 0.25 1.59 -3.26 -0.651
I 2.10 1.90 -2.36 1.029
C -1.92 2.49 1.68 -0.276
O -1.29 1.35 1.67 -0.167
H -2.82 2.51 4.96 0.072
H -1.29 1.85 4.32 0.086
H -2.80 1.06 3.92 0.081
H -3.76 5.81 2.09 0.101
H -3.58 6.33 -0.07 0.109
H -3.44 5.04 -1.26 0.121
H -1.11 6.16 -0.19 0.093
H -1.79 3.67 -1.56 0.131
H -3.05 1.37 -2.62 0.104
H -3.11 0.94 -5.05 0.105
H -0.97 0.92 -6.35 0.099
H 1.16 1.34 -5.17 0.084
C 7.02 -1.24 -1.36 -0.059
C 5.81 -0.79 -0.58 -0.280
C 5.92 0.22 0.37 -0.046
C 4.82 0.66 1.08 -0.051
C 3.57 0.09 0.84 -0.288
C 3.44 -0.92 -0.11 -0.075
C 4.56 -1.36 -0.81 -0.040
S 2.14 0.71 1.68 0.559
O 1.66 1.82 0.88 -0.392
O 2.55 0.98 3.03 -0.302
N 1.03 -0.42 1.51 -0.189
C 0.97 -1.49 2.39 -0.252
C 2.00 -1.97 3.17 -0.018
C 1.81 -3.09 4.00 -0.081
C 0.61 -3.75 4.07 -0.063
C -0.47 -3.28 3.28 -0.159
C -1.75 -3.88 3.29 -0.013
C -2.74 -3.36 2.51 -0.039
C -2.47 -2.23 1.71 -0.101
N -1.29 -1.65 1.67 0.066
C -0.29 -2.16 2.44 -0.139
H 7.87 -1.41 -0.70 0.075
H 7.31 -0.48 -2.09 0.080
H 6.82 -2.16 -1.90 0.071
H 6.89 0.67 0.56 0.110
H 4.90 1.44 1.83 0.116
H 2.46 -1.34 -0.29 0.093
H 4.45 -2.14 -1.54 0.110
H 2.96 -1.48 3.17 0.101
H 2.64 -3.44 4.60 0.101
H 0.46 -4.61 4.71 0.101
H -1.92 -4.74 3.91 0.114
H -3.73 -3.78 2.49 0.105
H -3.24 -1.80 1.09 0.086
S -5.61 -0.28 -1.01 0.447
C -4.05 -0.10 -0.57 -0.973
N -2.92 0.00 -0.27 0.013
C -1.93 -2.56 -2.24 -0.025
C -0.47 -2.28 -1.89 -0.682
C 0.14 -3.49 -1.18 -0.023
C 0.33 -1.95 -3.15 -0.021
O -0.41 -1.19 -1.02 -0.299
H -2.01 -3.39 -2.95 0.085
H -2.38 -1.67 -2.70 0.076
H -2.50 -2.81 -1.35 0.077
H 0.10 -4.38 -1.81 0.083
H -0.41 -3.69 -0.25 0.077
H 1.18 -3.29 -0.92 0.076
H 0.37 -2.81 -3.82 0.086
H 1.35 -1.66 -2.88 0.078
H -0.14 -1.12 -3.68 0.063

---

78
Properties=species:S:1:pos:R:3:lowdin_charge:R:1 method="wB97M-V/def2-TZVPD" orbital_gap_ha="0.2452 / 0.2379" spin_multiplicity=5 total_energy_ev=-53837.4300 e_lumo_ha="0.102 / 0.051" charge=-1
Ir 0.34 0.67 0.06 1.378
C 3.45 -1.53 2.33 -0.015
C 2.62 -1.22 1.10 -0.385
O 1.45 -0.90 1.30 -0.091
C 3.22 -1.33 -0.23 -0.098
C 4.55 -1.79 -0.33 -0.058
C 5.17 -2.03 -1.53 -0.119
C 4.44 -1.81 -2.71 -0.105
C 3.16 -1.35 -2.66 -0.031
C 2.49 -1.06 -1.43 -0.381
O 1.30 -0.59 -1.50 -0.212
H 2.79 -1.50 3.19 0.078
H 4.21 -0.75 2.45 0.091
H 3.94 -2.50 2.27 0.071
H 5.11 -1.96 0.58 0.098
H 6.19 -2.39 -1.57 0.086
H 4.90 -2.01 -3.68 0.095
H 2.59 -1.16 -3.57 0.108
C -0.75 -0.90 5.05 -0.078
C 0.29 0.02 4.41 -0.192
C -0.21 1.43 4.27 -0.175
C 0.03 2.36 5.27 -0.049
C -0.43 3.67 5.16 -0.102
C -1.14 4.05 4.03 -0.063
C -1.40 3.14 3.01 -0.178
C -2.16 3.57 1.78 -0.202
C -3.67 3.38 1.92 -0.083
C -0.95 1.82 3.15 -0.184
N -1.14 0.93 2.08 0.034
C -2.18 0.21 1.93 -0.099
C -2.38 -0.55 0.73 -0.346
C -3.44 -1.35 0.31 -0.083
C -3.14 -1.73 -1.01 -0.122
C -1.91 -1.13 -1.32 -0.205
N -1.46 -0.42 -0.28 -0.116
H -0.36 -1.90 5.22 0.044
H -1.64 -0.98 4.42 0.057
H -1.07 -0.50 6.02 0.074
H 0.57 -0.36 3.42 0.079
H 1.20 0.03 5.02 0.114
H 0.61 2.06 6.14 0.111
H -0.22 4.39 5.94 0.094
H -1.49 5.07 3.92 0.110
H -1.80 3.02 0.91 0.091
H -1.95 4.63 1.59 0.109
H -3.93 2.33 2.04 0.058
H -4.19 3.75 1.03 0.071
H -4.06 3.92 2.79 0.071
H -2.97 0.18 2.70 0.133
H -4.31 -1.61 0.89 0.090
H -3.74 -2.35 -1.66 0.078
H -1.34 -1.18 -2.23 0.096
O 2.63 1.52 2.45 0.055
C 2.11 2.46 1.89 -0.496
C 2.26 3.91 2.32 -0.083
C 1.55 4.70 1.23 -0.088
C 0.94 3.63 0.34 -0.543
O 0.22 3.86 -0.62 0.017
N 1.30 2.38 0.77 -0.047
H 3.31 4.15 2.45 0.115
H 1.77 4.01 3.30 0.104
H 2.22 5.32 0.63 0.115
H 0.75 5.35 1.60 0.109
C 0.60 -3.70 -1.24 0.121
C 0.65 -3.87 0.14 -0.287
C 1.79 -4.43 0.77 -0.036
C 1.85 -4.58 2.14 -0.051
C 0.77 -4.16 2.93 -0.231
C -0.37 -3.60 2.33 -0.018
C -0.43 -3.46 0.97 -0.006
C 0.84 -4.33 4.35 -0.204
N 0.90 -4.46 5.50 0.141
H -0.26 -3.25 -1.70 0.054
H 1.45 -3.97 -1.86 0.071
H 2.63 -4.73 0.16 0.116
H 2.72 -5.01 2.61 0.116
H -1.18 -3.26 2.96 0.115
H -1.30 -3.02 0.51 0.091

---

79
Properties=species:S:1:pos:R:3:lowdin_charge:R:1 method="wB97M-V/def2-TZVPD" orbital_gap_ha="0.2869 / 0.2882" spin_multiplicity=3 total_energy_ev=-83573.6666 e_lumo_ha="-0.087 / -0.086" charge=+1
Pr 0.10 -0.07 -0.04 0.891
C 3.13 1.47 -1.05 -0.128
C 2.12 2.63 -1.07 -0.083
C 1.58 3.03 0.28 -0.235
C 1.95 4.23 0.87 0.005
C 1.38 4.61 2.08 -0.027
C 0.45 3.77 2.68 -0.028
C 0.15 2.58 2.06 -0.098
N 0.71 2.21 0.89 0.018
N 2.50 0.13 -1.20 -0.225
C 3.35 -0.90 -0.57 -0.102
C 3.42 -0.70 0.93 -0.261
C 4.61 -0.84 1.63 0.000
C 4.61 -0.63 3.00 -0.030
C 3.42 -0.29 3.63 -0.027
C 2.28 -0.18 2.85 -0.095
N 2.28 -0.38 1.53 0.038
C 2.30 -0.17 -2.62 -0.112
C 1.43 -1.38 -2.88 -0.243
C 1.55 -2.09 -4.07 0.002
C 0.67 -3.13 -4.32 -0.028
C -0.28 -3.46 -3.37 -0.026
C -0.32 -2.74 -2.20 -0.090
N 0.52 -1.71 -1.96 0.011
H 3.66 1.48 -0.10 0.128
H 3.88 1.60 -1.83 0.133
H 1.27 2.37 -1.71 0.099
H 2.60 3.51 -1.52 0.125
H 2.66 4.88 0.37 0.122
H 1.65 5.55 2.54 0.120
H -0.04 4.04 3.61 0.100
H -0.57 1.89 2.49 0.109
H 4.36 -0.89 -0.99 0.139
H 2.91 -1.88 -0.78 0.139
H 5.52 -1.10 1.10 0.123
H 5.52 -0.73 3.57 0.119
H 3.37 -0.12 4.69 0.117
H 1.33 0.06 3.31 0.122
H 3.26 -0.32 -3.13 0.138
H 1.81 0.69 -3.09 0.138
H 2.31 -1.81 -4.78 0.124
H 0.74 -3.69 -5.25 0.120
H -0.98 -4.27 -3.53 0.118
H -1.02 -2.97 -1.41 0.090
C -4.28 1.62 0.86 -0.013
C -3.03 1.27 0.09 -0.201
N -2.19 0.39 0.55 -0.083
N -2.56 -0.20 1.77 -0.061
C -1.98 -1.30 2.12 -1.069
S -0.72 -2.26 1.36 0.557
S -2.47 -2.10 3.61 0.914
C -3.60 -0.91 4.38 -0.413
C -2.91 0.11 5.25 -0.287
C -2.56 -0.18 6.56 -0.045
C -1.90 0.76 7.35 -0.076
C -1.58 2.01 6.82 -0.089
C -1.93 2.31 5.51 -0.090
C -2.59 1.37 4.73 -0.056
C -2.83 1.95 -1.22 -0.080
C -3.90 2.73 -1.71 -0.038
C -3.85 3.39 -2.92 -0.078
C -2.69 3.29 -3.69 -0.068
C -1.63 2.54 -3.24 -0.013
C -1.68 1.85 -2.03 -0.302
O -0.62 1.14 -1.66 -0.285
H -4.23 1.25 1.87 0.046
H -5.15 1.18 0.37 0.108
H -4.42 2.70 0.87 0.091
H -4.28 -1.54 4.97 0.081
H -4.18 -0.44 3.59 0.067
H -2.82 -1.14 6.98 0.117
H -1.64 0.52 8.37 0.106
H -1.08 2.74 7.44 0.103
H -1.72 3.29 5.11 0.089
H -2.88 1.60 3.71 0.087
H -4.81 2.80 -1.13 0.099
H -4.70 3.96 -3.26 0.106
H -2.63 3.80 -4.64 0.110
H -0.73 2.44 -3.83 0.115

---

78
Properties=species:S:1:pos:R:3:lowdin_charge:R:1 method="wB97M-V/def2-TZVPD" orbital_gap_ha=0.2288 spin_multiplicity=1 total_energy_ev=-85742.5249 e_lumo_ha=-0.277 charge=+2
Au 1.36 -0.19 -1.14 0.859
O 0.15 -1.92 -1.47 -0.659
S 0.39 -3.41 -1.72 1.073
C -1.04 -3.88 -2.73 -0.291
C -1.44 -2.89 -3.82 -0.187
C -2.10 -1.61 -3.26 -0.212
C -1.35 -0.35 -3.68 -0.285
S -1.40 1.12 -2.58 1.096
O -0.01 1.20 -1.93 -0.617
C -2.60 0.68 -1.36 -0.417
C -2.29 -0.01 -0.19 -0.095
C -3.30 -0.29 0.71 -0.041
C -4.61 0.10 0.44 -0.032
C -4.91 0.78 -0.73 -0.043
C -3.90 1.09 -1.63 -0.073
C 1.71 -3.59 -2.90 -0.413
C 2.36 -4.82 -2.90 -0.076
C 3.39 -5.05 -3.80 -0.042
C 3.78 -4.04 -4.67 -0.041
C 3.14 -2.81 -4.65 -0.053
C 2.10 -2.58 -3.77 -0.114
H -1.84 -4.05 -2.01 0.106
H -0.75 -4.86 -3.14 0.109
H -2.13 -3.41 -4.48 0.128
H -0.57 -2.66 -4.44 0.107
H -2.12 -1.67 -2.17 0.079
H -3.13 -1.54 -3.58 0.127
H -1.69 0.02 -4.66 0.104
H -0.28 -0.52 -3.76 0.059
H -1.27 -0.30 0.04 0.081
H -3.06 -0.79 1.64 0.093
H -5.39 -0.12 1.15 0.120
H -5.93 1.10 -0.93 0.120
H -4.13 1.65 -2.53 0.120
H 2.07 -5.59 -2.19 0.120
H 3.89 -6.00 -3.81 0.122
H 4.58 -4.22 -5.37 0.121
H 3.45 -2.03 -5.33 0.119
H 1.60 -1.62 -3.75 0.078
I 3.93 -0.53 -0.82 1.168
C 2.83 1.21 -1.09 -0.605
H 2.93 1.69 -2.06 0.025
H 2.78 1.88 -0.24 -0.010
O 1.07 -0.04 1.25 -0.441
P 0.67 1.08 2.20 0.811
C 2.00 1.43 3.34 -0.291
C 3.15 0.63 3.34 -0.078
C 4.18 0.90 4.23 -0.062
C 4.06 1.95 5.13 -0.053
C 2.91 2.73 5.15 -0.052
C 1.89 2.48 4.26 -0.073
C 0.31 2.63 1.36 -0.275
C 1.35 3.54 1.12 -0.097
C 1.12 4.68 0.36 -0.054
C -0.14 4.94 -0.15 -0.049
C -1.19 4.05 0.11 -0.055
C -0.96 2.91 0.86 -0.086
C -0.79 0.59 3.12 -0.282
C -1.04 -0.77 3.26 -0.089
C -2.12 -1.20 4.02 -0.078
C -2.95 -0.27 4.63 -0.057
C -2.71 1.09 4.50 -0.051
C -1.63 1.52 3.74 -0.074
H 3.21 -0.20 2.65 0.085
H 5.06 0.28 4.24 0.111
H 4.86 2.15 5.83 0.116
H 2.82 3.55 5.86 0.116
H 1.00 3.10 4.27 0.112
H 2.32 3.38 1.57 0.111
H 1.93 5.39 0.20 0.116
H -0.32 5.84 -0.72 0.117
H -2.18 4.27 -0.26 0.116
H -1.78 2.24 1.06 0.096
H -0.39 -1.49 2.78 0.110
H -2.31 -2.26 4.14 0.115
H -3.79 -0.61 5.23 0.116
H -3.35 1.81 4.98 0.116
H -1.44 2.58 3.64 0.110